{
  "formula": "C21H17NO5",
  "method": "ωB97M-V with the def2-TZVPD basis set",
  "species": ["O", "O", "O", "O", "O", "N", "C", "C", "C", "C", "C", "C", "C", "C", "C", "C", "C", "C", "C", "C", "C", "C", "C", "C", "C", "C", "C", "H", "H", "H", "H", "H", "H", "H", "H", "H", "H", "H", "H", "H", "H", "H", "H", "H"],
  "coordinates": [[-2.2215, -1.5005, 0.5925], [-5.9191, -1.3726, -0.2716], [3.2661, 2.6345, -0.2256], [-4.5138, 1.8923, -0.5827], [-1.5597, -3.3074, -0.5683], [-3.9505, -0.6924, -1.1666], [5.0737, -0.3424, 0.5398], [-5.1440, -0.4790, -0.5506], [-6.2941, 2.9073, 0.2879], [2.0916, -0.7146, -0.0567], [3.3958, 1.4411, -0.0402], [1.2746, 1.1590, 1.2097], [5.5883, 1.2670, -1.1744], [0.0350, -0.8987, 1.1793], [2.2483, 0.5964, 0.3874], [-2.2925, -2.3673, -0.4154], [6.8178, 0.6683, -1.3698], [-5.0447, 3.0706, -0.2309], [0.9899, -1.4526, 0.3335], [6.3117, -0.9285, 0.3507], [-1.1841, -1.6941, 1.5640], [7.1800, -0.4318, -0.6086], [-3.4381, -2.0198, -1.3555], [4.6989, 0.7569, -0.2303], [-6.5495, 1.5199, 0.2528], [0.1819, 0.4151, 1.6087], [-5.4324, 0.9383, -0.2894], [-1.6053, -1.3451, 2.5089], [1.3955, 2.1826, 1.5313], [5.2912, 2.1303, -1.7512], [-4.2660, -2.7096, -1.1489], [0.8611, -2.4638, -0.0228], [2.8201, -1.1484, -0.7257], [7.4977, 1.0609, -2.1111], [-7.4298, 1.0051, 0.5765], [6.6016, -1.7762, 0.9538], [-3.3140, 0.0831, -1.2651], [-3.1013, -2.1774, -2.3849], [4.4065, -0.7209, 1.3006], [-4.4465, 3.9454, -0.3953], [-0.5662, 0.8542, 2.2524], [-6.9466, 3.6755, 0.6484], [8.1425, -0.8985, -0.7573], [-0.9501, -2.7620, 1.6206]],
  "smiles": "O=C(CNC(=O)c1ccco1)OCc1ccc(C(=O)c2ccccc2)cc1",
  "total_energy_ev": -33780.7465,
  "multiplicity": 1,
  "orbital_gap_ev": 9.077
}